Record 1
{
  "formula": "C21H24NO7PSTeW",
  "method": "the ωB97M-V functional and the def2-TZVPD basis",
  "largest_force_ev_per_a": 0.8,
  "charge": 0,
  "homo_lumo_gap_ha": [0.2411, 0.2410],
  "elements": ["W", "C", "C", "C", "C", "C", "C", "H", "H", "H", "H", "H", "H", "C", "C", "C", "C", "N", "C", "C", "C", "C", "C", "C", "C", "H", "H", "H", "H", "H", "H", "H", "H", "O", "S", "O", "O", "O", "C", "C", "O", "P", "O", "Te", "O", "C", "C", "H", "H", "H", "H", "H", "H", "H", "H", "H", "H"],
  "positions_angstrom": [[-0.28, 0.56, 0.00], [1.79, -1.50, 2.44], [0.48, -1.18, 2.55], [-0.39, -1.27, 1.40], [0.15, -1.73, 0.17], [1.54, -2.08, 0.11], [2.33, -1.95, 1.20], [2.44, -1.43, 3.31], [0.05, -0.87, 3.49], [-1.45, -1.37, 1.59], [-0.50, -2.17, -0.59], [1.94, -2.46, -0.82], [3.38, -2.21, 1.15], [-4.75, -0.21, 0.33], [-5.14, -0.36, -0.99], [-4.19, -0.36, -1.98], [-2.85, -0.23, -1.65], [-2.47, -0.08, -0.36], [-3.40, -0.06, 0.60], [-1.74, -0.27, -2.60], [-1.88, -0.61, -3.95], [-0.77, -0.72, -4.75], [0.50, -0.50, -4.21], [0.64, -0.14, -2.88], [-0.48, -0.01, -2.05], [-5.46, -0.18, 1.14], [-6.19, -0.46, -1.24], [-4.48, -0.46, -3.02], [-3.05, 0.13, 1.60], [-2.86, -0.82, -4.36], [-0.87, -0.99, -5.80], [1.38, -0.59, -4.84], [1.63, 0.03, -2.49], [-0.67, 3.91, 1.26], [-1.53, 2.88, 0.78], [-0.96, 2.34, -0.60], [-1.25, 1.52, 1.52], [-2.93, 3.12, 0.67], [2.96, 4.22, -2.65], [1.82, 3.75, -1.79], [1.99, 2.34, -1.47], [2.67, 1.77, -0.15], [1.49, 0.96, 0.55], [3.83, 3.30, 1.12], [3.49, 0.53, -0.70], [4.75, 0.72, -1.38], [5.27, -0.64, -1.77], [2.79, 5.26, -2.95], [3.03, 3.61, -3.56], [3.91, 4.16, -2.11], [0.86, 3.80, -2.30], [1.75, 4.31, -0.85], [5.43, 1.25, -0.71], [4.57, 1.35, -2.26], [5.41, -1.26, -0.88], [6.23, -0.54, -2.27], [4.58, -1.15, -2.44]],
  "mulliken_charge": [1.89, -0.48, -1.08, -0.43, -0.50, -0.41, -0.46, 0.43, 0.42, 0.95, 0.66, 0.40, 0.37, -1.18, -0.35, -1.34, 0.92, 0.13, 0.11, 1.15, -0.64, -0.91, -0.90, -0.19, 0.29, 0.41, 0.45, 0.40, 0.57, 0.35, 0.38, 0.49, 0.30, -0.60, 1.12, -0.51, -0.75, -0.63, -1.22, -0.44, 0.01, -0.93, -0.13, -0.11, 0.33, -0.25, -1.26, 0.42, 0.29, 0.25, 0.27, 0.45, 0.37, 0.19, 0.27, 0.43, 0.27]
}

Record 2
{
  "formula": "C21H25AsCeNOS",
  "method": "the ωB97M-V functional and the def2-TZVPD basis",
  "largest_force_ev_per_a": 5.8,
  "charge": 3,
  "homo_lumo_gap_ha": [0.0998, 0.1005],
  "elements": ["Ce", "C", "C", "C", "C", "C", "C", "C", "H", "H", "H", "H", "H", "H", "H", "H", "O", "N", "C", "C", "C", "C", "C", "S", "H", "H", "H", "H", "C", "As", "C", "C", "C", "C", "C", "C", "C", "C", "H", "H", "H", "H", "H", "H", "H", "H", "H", "H", "H", "H", "H"],
  "positions_angstrom": [[-2.11, 1.36, -1.03], [-3.97, -2.03, -0.44], [-3.83, -0.69, 0.22], [-2.88, -0.47, 1.28], [-2.73, 0.79, 1.86], [-3.63, 1.82, 1.47], [-4.63, 1.58, 0.53], [-4.62, 0.37, -0.10], [-2.95, -2.55, -0.46], [-4.27, -1.81, -1.53], [-4.61, -2.75, 0.05], [-2.27, -1.30, 1.63], [-2.24, 0.91, 2.80], [-3.54, 2.71, 2.09], [-5.33, 2.35, 0.30], [-5.37, 0.16, -0.88], [-1.20, 3.04, 0.11], [-0.19, 3.83, -0.29], [0.27, 4.63, 0.73], [1.30, 5.52, 0.41], [1.86, 5.48, -0.90], [1.41, 4.56, -1.85], [0.34, 3.71, -1.53], [-0.31, 2.50, -2.64], [-0.26, 4.59, 1.66], [1.54, 6.25, 1.17], [2.56, 6.29, -1.14], [1.86, 4.48, -2.81], [0.73, -0.18, 1.17], [0.36, -0.73, -0.66], [2.09, -0.55, -1.48], [0.53, -2.65, -0.36], [1.85, -3.40, -0.09], [2.61, -3.92, -1.11], [3.86, -4.30, -0.94], [4.48, -4.44, 0.39], [3.68, -3.84, 1.46], [2.36, -3.36, 1.23], [-0.06, -0.43, 1.85], [0.84, 0.93, 1.26], [1.71, -0.57, 1.39], [2.12, -1.29, -2.29], [2.86, -0.78, -0.74], [2.19, 0.46, -1.92], [0.12, -2.99, -1.36], [-0.22, -2.91, 0.35], [2.04, -3.94, -1.99], [4.49, -4.70, -1.72], [5.46, -4.97, 0.48], [4.10, -3.89, 2.43], [1.58, -2.89, 1.93]],
  "mulliken_charge": [0.99, -1.11, 0.52, -0.13, -0.34, -0.75, -0.82, -0.51, 0.17, 0.34, 0.35, 0.68, 0.56, 0.52, 0.52, 0.58, -0.35, 0.31, -0.19, -0.63, -0.23, -0.77, 0.80, -0.15, 0.49, 0.44, 0.43, 0.52, -1.10, 0.73, -1.19, -1.52, 0.60, -0.31, -0.69, -0.42, -0.80, -0.22, 0.39, 0.24, 0.55, 0.41, 0.41, 0.34, 0.58, 0.60, 0.55, 0.41, 0.41, 0.44, 0.39]
}

Record 3
{
  "formula": "C21H25BClN6O3Pt",
  "method": "the ωB97M-V functional and the def2-TZVPD basis",
  "largest_force_ev_per_a": 3.0,
  "charge": -1,
  "homo_lumo_gap_ha": 0.2647,
  "elements": ["Pt", "B", "N", "C", "C", "C", "N", "N", "C", "C", "C", "N", "H", "H", "H", "H", "H", "H", "H", "H", "C", "C", "C", "C", "C", "C", "O", "N", "C", "O", "N", "C", "O", "H", "H", "H", "H", "H", "H", "H", "H", "H", "H", "H", "Cl", "C", "C", "C", "C", "C", "C", "C", "H", "H", "H", "H", "H", "H"],
  "positions_angstrom": [[0.21, -0.58, -0.85], [-1.12, -3.32, -2.74], [-0.76, -1.95, -3.39], [-0.86, -1.75, -4.71], [-0.48, -0.46, -5.00], [-0.15, 0.09, -3.77], [-0.33, -0.82, -2.80], [-1.15, -3.24, -1.20], [-1.84, -4.10, -0.45], [-1.41, -4.00, 0.86], [-0.44, -3.01, 0.82], [-0.28, -2.56, -0.42], [-0.28, -4.13, -3.09], [-2.23, -3.65, -3.10], [-1.21, -2.55, -5.35], [-0.45, 0.03, -5.96], [0.21, 1.06, -3.52], [-2.56, -4.75, -0.91], [-1.76, -4.55, 1.72], [0.13, -2.58, 1.62], [-0.66, 2.44, 3.48], [-0.58, 1.10, 4.20], [0.40, 0.11, 3.55], [0.37, -1.23, 4.32], [1.50, -2.20, 3.96], [1.80, 0.66, 3.67], [2.26, 1.07, 4.72], [2.54, 0.63, 2.53], [2.15, 0.18, 1.26], [2.98, 0.19, 0.38], [0.84, -0.20, 1.08], [-0.06, -0.15, 2.11], [-1.25, -0.36, 1.92], [-1.35, 3.11, 3.99], [-1.01, 2.31, 2.45], [0.31, 2.93, 3.46], [-1.56, 0.62, 4.21], [-0.26, 1.24, 5.23], [-0.61, -1.68, 4.13], [0.43, -0.99, 5.38], [1.57, -2.38, 2.89], [1.34, -3.16, 4.45], [2.46, -1.81, 4.29], [3.50, 0.94, 2.58], [2.81, 2.72, -2.51], [1.13, 3.09, -2.85], [0.84, 3.84, -3.98], [-0.47, 4.14, -4.29], [-1.49, 3.68, -3.45], [-1.19, 2.94, -2.33], [0.14, 2.61, -1.97], [0.41, 1.82, -0.81], [1.66, 4.17, -4.60], [-0.70, 4.72, -5.18], [-2.52, 3.91, -3.68], [-1.98, 2.58, -1.69], [1.43, 1.63, -0.49], [-0.42, 1.58, -0.16]],
  "mulliken_charge": [0.54, 0.19, -0.03, -0.22, -1.21, 0.26, 0.10, 0.13, -0.31, -1.10, -0.20, -0.21, -0.15, -0.14, 0.44, 0.37, 0.35, 0.44, 0.38, 0.46, -1.20, -1.45, 2.69, -1.32, -1.28, -0.22, -0.69, 0.11, 0.27, -0.67, -0.15, -0.01, -0.65, 0.47, 0.24, 0.26, 0.42, 0.51, 0.38, 0.50, 0.30, 0.43, 0.35, 0.28, -0.25, 1.07, -0.64, -0.41, -0.74, 0.08, 0.26, -2.01, 0.39, 0.36, 0.36, 0.41, 0.29, 0.17]
}

What did the second record say?
{
  "formula": "C21H25AsCeNOS",
  "method": "the ωB97M-V functional and the def2-TZVPD basis",
  "largest_force_ev_per_a": 5.8,
  "charge": 3,
  "homo_lumo_gap_ha": [0.0998, 0.1005],
  "elements": ["Ce", "C", "C", "C", "C", "C", "C", "C", "H", "H", "H", "H", "H", "H", "H", "H", "O", "N", "C", "C", "C", "C", "C", "S", "H", "H", "H", "H", "C", "As", "C", "C", "C", "C", "C", "C", "C", "C", "H", "H", "H", "H", "H", "H", "H", "H", "H", "H", "H", "H", "H"],
  "positions_angstrom": [[-2.11, 1.36, -1.03], [-3.97, -2.03, -0.44], [-3.83, -0.69, 0.22], [-2.88, -0.47, 1.28], [-2.73, 0.79, 1.86], [-3.63, 1.82, 1.47], [-4.63, 1.58, 0.53], [-4.62, 0.37, -0.10], [-2.95, -2.55, -0.46], [-4.27, -1.81, -1.53], [-4.61, -2.75, 0.05], [-2.27, -1.30, 1.63], [-2.24, 0.91, 2.80], [-3.54, 2.71, 2.09], [-5.33, 2.35, 0.30], [-5.37, 0.16, -0.88], [-1.20, 3.04, 0.11], [-0.19, 3.83, -0.29], [0.27, 4.63, 0.73], [1.30, 5.52, 0.41], [1.86, 5.48, -0.90], [1.41, 4.56, -1.85], [0.34, 3.71, -1.53], [-0.31, 2.50, -2.64], [-0.26, 4.59, 1.66], [1.54, 6.25, 1.17], [2.56, 6.29, -1.14], [1.86, 4.48, -2.81], [0.73, -0.18, 1.17], [0.36, -0.73, -0.66], [2.09, -0.55, -1.48], [0.53, -2.65, -0.36], [1.85, -3.40, -0.09], [2.61, -3.92, -1.11], [3.86, -4.30, -0.94], [4.48, -4.44, 0.39], [3.68, -3.84, 1.46], [2.36, -3.36, 1.23], [-0.06, -0.43, 1.85], [0.84, 0.93, 1.26], [1.71, -0.57, 1.39], [2.12, -1.29, -2.29], [2.86, -0.78, -0.74], [2.19, 0.46, -1.92], [0.12, -2.99, -1.36], [-0.22, -2.91, 0.35], [2.04, -3.94, -1.99], [4.49, -4.70, -1.72], [5.46, -4.97, 0.48], [4.10, -3.89, 2.43], [1.58, -2.89, 1.93]],
  "mulliken_charge": [0.99, -1.11, 0.52, -0.13, -0.34, -0.75, -0.82, -0.51, 0.17, 0.34, 0.35, 0.68, 0.56, 0.52, 0.52, 0.58, -0.35, 0.31, -0.19, -0.63, -0.23, -0.77, 0.80, -0.15, 0.49, 0.44, 0.43, 0.52, -1.10, 0.73, -1.19, -1.52, 0.60, -0.31, -0.69, -0.42, -0.80, -0.22, 0.39, 0.24, 0.55, 0.41, 0.41, 0.34, 0.58, 0.60, 0.55, 0.41, 0.41, 0.44, 0.39]
}